(1)
Below is the molecule C4H12N2 in a non-equilibrium geometry, with properties calculated with the ωB97M-V functional and the def2-TZVPD basis.

As for the total energy: -7322.554 eV. The structure (SMILES) is CC(C)NCN. The calculation puts the LUMO energy at 1.1 eV. The value obtained for the relative energy (zero: lowest compared OMol25 entry of this formula, charge and spin) is 0.475 eV. As for the net charge: 0.

Geometry as XYZ:
```
18
Properties=species:S:1:pos:R:3:nbo_charge:R:1
C 1.854 -0.224 0.411 -0.6289
C 0.434 -0.788 0.307 -0.0477
C 0.115 -1.807 1.372 -0.6116
N -0.642 0.220 0.268 -0.6610
C -0.517 1.356 -0.628 -0.0604
N -1.296 1.263 -1.832 -0.8266
H 2.103 0.328 -0.491 0.2075
H 2.588 -0.995 0.602 0.2127
H 1.948 0.490 1.244 0.2019
H 0.365 -1.257 -0.677 0.1737
H -0.778 -2.397 1.144 0.2190
H -0.029 -1.369 2.368 0.1998
H 0.930 -2.513 1.510 0.2111
H -0.955 0.433 1.203 0.3617
H 0.520 1.617 -0.838 0.1686
H -0.938 2.195 -0.067 0.1793
H -1.129 0.384 -2.309 0.3491
H -2.273 1.239 -1.559 0.3517
```

=====

(2)
Below is a structure of composition C4H12N2 in a non-equilibrium geometry, with properties calculated with the ωB97M-V functional and the def2-TZVPD basis.

As for the total energy: -7316.052 eV. The calculation puts the LUMO energy at 0.2 eV. The value obtained for the relative energy (zero: lowest compared OMol25 entry of this formula, charge and spin) is 6.977 eV. As for the net charge: 0.

Geometry as XYZ:
```
18
Properties=species:S:1:pos:R:3:nbo_charge:R:1
C 2.200 -0.538 -0.449 -0.6237
C 0.812 -0.026 -0.079 -0.1101
C -0.399 -0.975 -0.162 -0.2322
C -1.579 -0.210 -0.192 -0.0322
N -1.821 1.113 0.071 -0.9172
N 0.823 0.478 1.286 -0.8532
H 2.125 -1.697 -0.543 0.2119
H 2.886 -0.235 0.428 0.2351
H 2.644 -0.028 -1.444 0.2206
H 0.609 0.843 -0.814 0.1987
H -0.251 -1.927 -0.816 0.2614
H -1.176 -0.605 0.897 0.3788
H -2.473 -0.773 -0.520 0.1764
H -1.724 0.257 -2.830 0.0248
H -1.081 0.161 -2.516 -0.0214
H -2.137 1.193 1.006 0.3447
H -0.102 0.798 1.669 0.3736
H 1.454 1.363 1.274 0.3639
```

=====

(3)
Below is the molecule C4H12N2 in a non-equilibrium geometry, with properties calculated with the ωB97M-V functional and the def2-TZVPD basis.

As for the total energy: -7321.030 eV. The structure (SMILES) is CC(C)NCN. The calculation puts the LUMO energy at 1.1 eV. The value obtained for the relative energy (zero: lowest compared OMol25 entry of this formula, charge and spin) is 1.999 eV. As for the net charge: 0.

Geometry as XYZ:
```
18
Properties=species:S:1:pos:R:3:nbo_charge:R:1
C 1.912 0.540 0.060 -0.6226
C 0.755 -0.529 0.379 -0.0362
C 1.224 -1.936 0.229 -0.6670
N -0.469 -0.258 -0.397 -0.6516
C -1.268 0.893 0.249 -0.0606
N -2.268 1.417 -0.601 -0.8298
H 1.671 1.314 0.757 0.2071
H 2.873 0.049 0.280 0.2122
H 1.802 0.864 -1.020 0.2233
H 0.452 -0.508 1.543 0.1484
H 2.259 -2.038 0.656 0.2111
H 0.735 -2.730 0.804 0.2110
H 1.431 -2.602 -0.576 0.2318
H -1.034 -1.111 -0.368 0.3485
H -1.487 0.507 1.255 0.1705
H -0.525 1.680 0.633 0.1832
H -2.904 0.829 -1.007 0.3586
H -1.855 1.823 -1.471 0.3621
```

=====

(4)
Below is a cluster of 2 separate species, C4H12N2 in total in a non-equilibrium geometry, with properties calculated with the ωB97M-V functional and the def2-TZVPD basis.

As for the total energy: -7322.233 eV. The structure (SMILES) is [H]/N=C/N.CCC. The calculation puts the LUMO energy at 1.1 eV. The value obtained for the relative energy (zero: lowest compared OMol25 entry of this formula, charge and spin) is 0.795 eV. As for the net charge: 0.

Geometry as XYZ:
```
18
Properties=species:S:1:pos:R:3:nbo_charge:R:1
H -1.375 1.294 -2.722 0.3389
N -0.722 0.619 -2.333 -0.7206
C -1.349 -0.418 -1.940 0.2764
N -0.738 -1.407 -1.224 -0.8295
H -2.371 -0.603 -2.288 0.1422
H -0.947 -2.362 -1.452 0.3939
H 0.181 -1.091 -0.956 0.3987
C 0.244 0.742 2.788 -0.6081
C 0.714 0.833 1.308 -0.4123
C 1.670 -0.270 0.929 -0.6146
H 0.760 -0.027 3.370 0.1989
H -0.814 0.583 2.967 0.2070
H 0.486 1.684 3.281 0.2036
H 1.188 1.807 1.206 0.2029
H -0.228 0.835 0.755 0.2114
H 1.836 -0.526 -0.101 0.2005
H 2.663 -0.051 1.331 0.2092
H 1.452 -1.223 1.420 0.2016
```

=====

(5)
Below is a cluster of 2 separate species, C4H12N2 in total in a non-equilibrium geometry, with properties calculated with the ωB97M-V functional and the def2-TZVPD basis.

As for the total energy: -7319.645 eV. The structure (SMILES) is C=CN.CNC. The calculation puts the LUMO energy at 1.0 eV. The value obtained for the relative energy (zero: lowest compared OMol25 entry of this formula, charge and spin) is 3.384 eV. As for the net charge: 0.

Geometry as XYZ:
```
18
Properties=species:S:1:pos:R:3:nbo_charge:R:1
C 1.919 0.269 -0.459 -0.5590
C 2.460 -0.205 -1.544 0.0248
N 2.892 -1.503 -1.723 -0.8891
H 2.037 -0.374 0.471 0.1776
H 1.843 1.286 -0.213 0.2128
H 2.437 0.616 -2.357 0.1795
H 2.205 -1.933 -1.187 0.4197
H 3.653 -1.643 -2.501 0.4360
C -2.864 0.269 0.109 -0.4007
N -1.562 -0.144 0.606 -0.6478
C -1.273 0.397 1.953 -0.4326
H -3.652 -0.551 0.302 0.1787
H -3.207 1.110 0.531 0.1691
H -2.804 0.542 -0.983 0.1907
H -0.820 0.087 -0.091 0.3767
H -1.007 1.513 1.925 0.1583
H -0.314 0.010 2.339 0.1992
H -1.942 0.251 2.821 0.2059
```

=====

(6)
Below is a cluster of 2 separate species, C4H12N2 in total in a non-equilibrium geometry, with properties calculated with the ωB97M-V functional and the def2-TZVPD basis.

As for the total energy: -7317.152 eV. The calculation puts the LUMO energy at -2.2 eV. The value obtained for the relative energy (zero: lowest compared OMol25 entry of this formula, charge and spin) is 5.877 eV. As for the net charge: 0.

Geometry as XYZ:
```
18
Properties=species:S:1:pos:R:3:nbo_charge:R:1
C -3.652 0.010 0.479 -0.4659
N -2.369 -0.568 0.695 -0.2904
C -1.356 0.315 0.540 -0.2469
C -0.082 -0.522 0.106 -0.2393
N 0.855 0.335 -0.380 -0.4908
C 4.094 -0.173 -0.930 -0.8507
H -3.728 0.554 -0.475 0.1985
H -3.868 0.767 1.238 0.2047
H -4.461 -0.724 0.516 0.2069
H -1.570 1.072 -0.248 0.1777
H -1.112 0.865 1.454 0.2256
H 3.982 0.877 -0.663 0.2082
H 0.287 -1.069 1.001 0.2222
H -0.401 -1.237 -0.650 0.1972
H 1.010 1.017 0.372 0.2997
H 4.527 -0.231 -1.928 0.2102
H 4.739 -0.668 -0.206 0.2045
H 3.106 -0.619 -0.920 0.2285
```

=====

(7)
Below is a cluster of 2 separate species, C4H12N2 in total in a non-equilibrium geometry, with properties calculated with the ωB97M-V functional and the def2-TZVPD basis.

As for the total energy: -7320.522 eV. The structure (SMILES) is [H]/N=C/N.CCC. The calculation puts the LUMO energy at 1.0 eV. The value obtained for the relative energy (zero: lowest compared OMol25 entry of this formula, charge and spin) is 2.507 eV. As for the net charge: 0.

Geometry as XYZ:
```
18
Properties=species:S:1:pos:R:3:nbo_charge:R:1
H 7.057 -0.570 -1.789 0.3690
N 6.255 -0.238 -2.225 -0.7412
C 5.345 0.643 -1.786 0.2842
N 4.175 1.130 -2.565 -0.8355
H 5.474 1.135 -0.758 0.1491
H 3.530 1.715 -2.078 0.3831
H 3.790 0.524 -3.245 0.3914
C -3.894 0.535 1.941 -0.6109
C -2.745 -0.080 1.065 -0.4011
C -3.022 -1.626 0.896 -0.6329
H -4.886 0.290 1.590 0.2078
H -3.784 1.772 1.796 0.2001
H -3.540 0.126 2.963 0.2152
H -1.831 -0.034 1.622 0.1913
H -2.640 0.509 0.147 0.1931
H -3.877 -1.867 1.668 0.2110
H -3.255 -1.662 -0.223 0.2147
H -2.154 -2.305 0.983 0.2118
```

=====

(8)
Below is the molecule C4H12N2 in a non-equilibrium geometry, with properties calculated with the ωB97M-V functional and the def2-TZVPD basis.

As for the total energy: -7322.061 eV. The structure (SMILES) is CC[C@@H](N)CN. The calculation puts the LUMO energy at 1.1 eV. The value obtained for the relative energy (zero: lowest compared OMol25 entry of this formula, charge and spin) is 0.968 eV. As for the net charge: 0.

Geometry as XYZ:
```
18
Properties=species:S:1:pos:R:3:nbo_charge:R:1
C 2.298 0.880 0.685 -0.6053
C 0.926 0.343 1.025 -0.4067
C 0.086 -0.102 -0.217 -0.0720
N -0.017 -1.619 -0.123 -0.8509
C -1.353 0.475 -0.054 -0.2349
N -2.209 0.098 -1.246 -0.8216
H 2.842 1.072 1.610 0.2115
H 2.191 1.774 0.052 0.2016
H 2.915 0.185 0.106 0.2026
H 1.102 -0.440 1.759 0.1882
H 0.268 1.053 1.544 0.2040
H 0.536 0.343 -1.107 0.1764
H 0.383 -1.854 -1.025 0.3623
H 0.558 -1.889 0.655 0.3633
H -1.374 1.559 -0.026 0.1919
H -1.803 -0.129 0.746 0.2046
H -1.695 0.433 -2.058 0.3311
H -2.142 -0.917 -1.281 0.3539
```